[1]
20
Properties=species:S:1:pos:R:3:forces:R:3:nbo_charge:R:1 method="wB97M-V/def2-TZVPD" largest_force_ha_per_bohr=0.0539 charge=+1 homo_lumo_gap_ha=0.446
C 0.355268 1.205431 -0.232367 0.2 -0.3 0.0 -0.45
C 1.796129 0.873544 0.053396 -0.7 0.8 0.6 0.05
C 2.027084 -0.399155 0.693988 -2.7 -0.2 0.2 0.33
C -0.532188 -0.054895 -0.069189 -0.3 0.3 -0.2 0.12
C -0.801926 -0.689984 -1.427148 0.1 0.0 0.0 -0.63
C -1.827020 0.309679 0.651097 0.1 -0.1 -0.1 -0.62
N 0.215730 -1.032620 0.772729 2.7 0.6 0.1 -0.63
O 2.323003 -0.308180 -0.578045 0.5 -0.8 -1.0 -0.39
H 0.047396 1.987450 0.463654 0.1 0.0 0.0 0.25
H 0.253150 1.599904 -1.243037 0.0 0.1 0.0 0.26
H 2.492260 1.694680 0.157949 0.2 -0.1 0.0 0.24
H 2.565464 -0.875824 1.486099 0.3 -0.3 0.2 0.24
H 0.128150 -0.882141 -1.957638 0.1 0.0 -0.1 0.23
H -1.398613 -0.014204 -2.034025 0.0 0.0 0.0 0.25
H -1.349301 -1.622495 -1.330545 -0.1 -0.2 0.1 0.23
H -2.477724 -0.553418 0.760640 -0.1 -0.1 0.0 0.23
H -2.361195 1.060616 0.076590 -0.1 0.1 0.0 0.25
H -1.616751 0.717535 1.637622 0.0 0.1 0.1 0.22
H 0.236588 -1.968359 0.369335 -0.1 0.1 0.2 0.43
H -0.075500 -1.047559 1.748895 0.0 -0.1 -0.2 0.42

***

[2]
20
Properties=species:S:1:pos:R:3:forces:R:3:nbo_charge:R:1 method="wB97M-V/def2-TZVPD" smiles="C/C=C/C[C@H]([NH3+])C=O" largest_force_ha_per_bohr=0.0407 charge=+1 homo_lumo_gap_ha=0.353
C 1.617308 -2.188612 1.769016 0.5 -1.2 0.4 -0.68
C 0.720260 -1.594424 0.733220 0.6 0.2 0.1 -0.12
C 1.039002 -0.596873 -0.097781 -0.5 -0.8 -0.4 -0.25
C -0.035492 -0.112272 -1.064052 -0.5 -1.0 0.0 -0.46
C -0.877034 0.923870 -0.322424 1.5 0.3 0.2 -0.16
N -1.991602 1.441242 -1.184061 -0.7 -0.7 0.6 -0.68
C 0.034815 2.161592 0.026330 -1.9 -0.8 0.0 0.43
O -0.461522 3.240451 -0.135347 0.6 0.3 -0.1 -0.49
H 1.321228 -3.212187 2.040014 -0.7 0.4 0.2 0.24
H 2.641594 -2.446516 1.486426 0.1 1.0 -0.5 0.24
H 1.642222 -1.583300 2.678222 0.0 -0.1 0.0 0.24
H -0.283222 -2.029456 0.729372 0.1 0.3 -0.2 0.20
H 2.046657 -0.205276 -0.161331 0.0 0.1 0.1 0.23
H -0.650514 -1.004678 -1.295938 0.0 0.4 0.2 0.23
H 0.285776 0.215880 -2.051932 0.5 0.4 0.2 0.24
H -1.259066 0.420810 0.575560 -0.2 0.5 -0.2 0.26
H -2.840686 1.708412 -0.677548 0.3 0.3 0.3 0.45
H -1.674994 2.267095 -1.699718 -0.1 -0.1 -0.3 0.47
H -2.315086 0.649364 -1.746636 0.3 0.4 -0.6 0.45
H 1.040356 1.944874 0.398612 0.1 0.2 0.1 0.18

***

[3]
20
Properties=species:S:1:pos:R:3:forces:R:3:nbo_charge:R:1 method="wB97M-V/def2-TZVPD" largest_force_ha_per_bohr=0.0796 charge=+1 homo_lumo_gap_ha=0.332
C 2.700140 -0.465057 0.471678 -3.4 0.4 1.1 -0.66
C -2.537776 0.847991 0.825806 2.0 -2.0 1.8 -0.29
C 1.633829 0.659281 0.423106 2.4 0.9 0.7 -0.01
C -1.447372 0.051945 0.876697 -0.2 0.5 -1.9 -0.28
C 0.797868 0.819778 -0.606058 0.4 1.7 0.2 -0.52
C -0.828114 -0.552555 -0.430138 -3.7 0.1 1.5 0.67
N -1.550068 -0.374536 -1.560808 2.7 -3.1 0.0 -0.74
O -0.249052 -1.726706 -0.328441 0.0 0.2 -1.5 -0.62
H 2.616440 -1.077091 -0.372255 0.1 -0.6 -1.7 0.22
H 2.387722 -1.169825 1.263066 0.6 0.4 0.4 0.22
H -2.915314 1.121462 1.790757 -0.3 0.4 0.2 0.24
H -3.127941 1.067363 -0.011025 -0.4 0.4 -1.2 0.21
H 1.772090 1.504271 1.178075 -0.7 -1.5 -0.7 0.23
H -0.962214 -0.262688 1.811604 -0.1 0.3 -0.5 0.24
H 0.252683 1.739761 -0.791091 -0.1 0.0 0.6 0.24
H 0.983479 0.319838 -1.502360 0.4 -1.2 -1.2 0.23
H -2.020214 0.438440 -1.769189 -1.1 2.1 -0.1 0.42
H 3.677596 -0.105050 0.595154 1.2 0.5 0.4 0.26
H -1.353222 -0.986070 -2.377097 -0.1 0.6 1.0 0.43
H 0.169436 -1.850550 0.512515 0.4 -0.1 1.0 0.51

***

[4]
23
Properties=species:S:1:pos:R:3:forces:R:3:nbo_charge:R:1 method="wB97M-V/def2-TZVPD" largest_force_ha_per_bohr=0.1336 charge=-2 homo_lumo_gap_ha=0.198
C -1.977741 -1.223886 -0.884375 -0.9 -0.4 2.5 0.13
C -2.241809 -0.310795 -1.963109 0.0 2.6 -1.5 -0.67
C 2.750104 1.617238 0.400926 1.2 -0.2 -0.8 -0.61
C -1.412205 -1.681658 2.363020 -0.5 0.2 1.8 -0.58
C 1.350633 1.107306 0.278203 0.1 -1.4 6.3 -0.64
C -0.986537 -1.615626 1.138683 2.3 -2.5 1.1 -0.15
N -1.514994 -0.865935 0.253291 -2.3 3.1 -5.7 -0.44
O 0.845370 -2.017097 -0.826727 -0.2 0.7 0.1 -1.26
O -0.490664 -3.991737 0.073973 -0.3 1.0 0.2 -1.25
O 1.450597 -3.086328 1.417296 -0.2 0.9 0.8 -1.24
P 0.354613 -2.742473 0.425391 1.0 -2.7 -1.4 2.33
H -2.343743 -2.207895 -1.039791 0.4 -1.5 -0.1 0.17
H -2.333155 0.728644 -1.523129 0.4 -0.9 -0.8 0.20
H -1.350333 -0.405654 -2.624885 -0.4 0.5 0.2 0.24
H -3.121987 -0.462694 -2.641534 0.5 -0.4 0.9 0.18
H 2.859923 2.488008 1.093520 -0.2 -0.5 -0.6 0.17
H 3.026959 1.958421 -0.642802 0.7 -0.5 1.2 0.18
H 3.367854 0.755107 0.833933 -0.4 1.4 -1.0 0.22
H -2.340206 -1.198589 2.644331 0.1 0.1 0.5 0.14
H -0.660798 -2.059936 2.995286 0.1 -0.9 1.5 0.21
H 0.721295 1.427357 -0.428016 -2.2 2.1 -2.7 0.19
H 0.914710 1.266890 1.368230 0.0 -0.1 -2.2 0.17
H 1.215835 0.041381 0.202451 0.7 -0.8 -0.3 0.30

***

[5]
24
Properties=species:S:1:pos:R:3:forces:R:3:nbo_charge:R:1 method="wB97M-V/def2-TZVPD" largest_force_ha_per_bohr=0.1027 charge=-2 homo_lumo_gap_ha=0.219
C 0.049733 -0.458411 -0.703114 -0.3 -0.5 0.3 0.23
C -0.720619 -2.433510 -2.069372 -1.1 1.3 -2.2 -0.61
C -1.304978 2.318682 1.580562 1.0 0.3 -0.2 -0.69
C -1.099760 -1.159804 -1.305682 -2.8 -4.2 1.6 -0.43
C 0.329466 2.724126 -0.996663 -1.2 -2.3 1.8 -0.91
C -0.515467 1.544768 0.608594 0.8 1.1 -4.5 0.43
N -0.444861 0.327636 0.428703 0.3 -0.4 0.9 -0.48
O 0.599644 0.185283 -1.774565 1.2 2.1 -0.3 -0.81
O -1.612340 1.352291 -2.490847 2.3 1.2 0.2 -1.19
O 0.737001 1.773420 -3.593198 0.5 0.9 -0.9 -1.16
P -0.089173 1.599096 -2.393178 -2.5 -1.1 0.5 2.32
S 7.896112 -3.608937 7.837831 0.0 0.0 0.3 -1.08
H 0.779296 -1.239383 -0.440059 0.1 0.6 1.0 0.17
H -0.120653 -1.986320 -2.829743 0.2 -0.2 -1.7 0.22
H 0.021779 -2.972502 -1.606080 1.3 -1.8 1.8 0.18
H -1.530083 -3.122550 -2.527838 1.1 1.4 1.0 0.19
H -1.547920 1.711708 2.401943 -0.8 -1.1 1.1 0.21
H -2.162884 2.826317 1.159380 -0.1 -0.1 -0.3 0.24
H -0.623541 3.033161 1.978426 0.4 1.1 0.3 0.22
H -1.869618 -1.576088 -0.633302 0.3 0.8 0.8 0.17
H -1.591673 -0.471625 -1.903337 -1.0 1.1 -1.3 0.28
H 0.043331 3.795263 -0.995239 0.1 -0.9 0.1 0.21
H 1.354895 2.467757 -0.738672 0.2 0.7 -0.1 0.22
H 8.059275 -3.929248 6.554684 0.0 -0.1 -0.3 0.08

***

[6]
25
Properties=species:S:1:pos:R:3:forces:R:3:nbo_charge:R:1 method="wB97M-V/def2-TZVPD" largest_force_ha_per_bohr=0.0771 charge=+2 homo_lumo_gap_ha=0.195
C 2.732525 0.948221 0.733995 0.4 -0.1 0.1 -0.64
C 2.264674 -0.111352 -0.343987 0.3 0.8 0.5 -0.40
C 1.204250 -1.191441 0.242978 2.3 -1.1 -1.1 -0.29
N -0.082597 -1.122580 -0.487933 -0.3 1.1 2.8 -0.35
C -0.989145 -0.078687 -0.002922 2.0 1.2 -2.0 0.12
P -2.595593 -1.010645 0.464060 -3.6 0.8 1.5 1.40
O -3.782863 -0.120003 0.619877 1.7 -0.6 -0.4 -0.83
C -1.172085 0.971265 -1.204173 -1.2 0.8 -0.8 -0.09
O -1.825838 2.100028 -0.591077 1.7 -3.1 1.5 -0.41
C -1.431075 1.966108 0.769513 -1.5 2.2 -0.9 0.94
O -1.810009 2.702475 1.580547 0.8 -0.6 0.5 -0.37
O -0.562916 0.813232 0.986303 -1.2 -1.2 -1.2 -0.45
H 3.576598 0.531697 1.362247 -1.0 0.4 -0.8 0.25
H 3.138090 1.846199 0.194236 -0.4 -0.8 0.6 0.26
H 1.936529 1.269728 1.456606 0.6 -0.2 -0.9 0.22
H 1.832814 0.425631 -1.239651 0.5 -0.7 0.8 0.21
H 3.192398 -0.673447 -0.667481 -1.3 0.4 0.1 0.28
H 1.116779 -1.076137 1.360052 -0.5 0.2 -1.0 0.31
H 1.664165 -2.205515 0.040961 -0.9 1.0 0.3 0.26
H -0.548759 -2.063538 -0.565681 0.0 -0.6 1.9 0.33
H -2.843017 -1.904596 -0.652888 1.0 0.1 0.1 -0.03
H -2.306760 -1.721087 1.682335 0.4 0.0 -0.8 0.04
H -0.159362 1.366129 -1.486379 -0.7 -1.1 0.0 0.26
H -1.767594 0.515926 -2.039847 0.5 0.9 0.6 0.23
Pd -0.781210 -2.177609 -2.211693 0.3 0.5 -1.4 0.75

***

[7]
21
Properties=species:S:1:pos:R:3:forces:R:3:nbo_charge:R:1 method="wB97M-V/def2-TZVPD" largest_force_ha_per_bohr=0.0283 charge=+1 homo_lumo_gap_ha=0.324
C -1.273183 -2.579175 0.028744 -0.1 -0.2 0.1 0.06
C -0.027386 -0.435416 0.268787 1.0 0.1 -0.1 0.69
C 2.405388 1.531391 -0.272680 0.0 0.0 0.2 -0.61
C 1.459372 -0.736926 0.327353 0.2 0.4 0.3 -0.47
C 2.331501 0.430857 0.775446 -0.1 0.0 -0.2 -0.40
C -3.585987 0.762477 -0.976731 0.5 0.4 1.2 -0.51
N -0.713026 -1.476112 -0.093033 -0.9 -0.9 -0.7 -0.41
O -0.540863 0.687754 0.399211 0.2 0.6 0.4 -0.65
S -2.755882 0.781865 0.421414 -0.9 -0.2 -1.1 0.66
H -1.568776 -3.121989 -0.865996 0.0 -0.1 0.0 0.20
H -1.495479 -3.026701 0.996478 0.1 0.0 0.1 0.19
H 2.733601 1.129445 -1.228755 0.1 0.0 -0.1 0.20
H 1.433834 2.000195 -0.405941 0.0 0.1 -0.1 0.21
H 3.114286 2.292290 0.036565 0.1 0.1 0.0 0.23
H 1.762474 -1.062342 -0.671983 -0.1 -0.1 0.1 0.25
H 1.581869 -1.590635 1.000588 -0.1 0.0 -0.1 0.24
H 3.331550 0.033920 0.957199 0.0 0.0 0.1 0.22
H 1.953216 0.831586 1.716386 0.1 0.0 0.1 0.21
H -3.986943 -0.173527 -1.321533 -0.1 -0.3 0.1 0.25
H -3.694962 1.627286 -1.608658 0.1 0.2 -0.1 0.26
H -2.464608 2.093754 0.517145 0.0 -0.1 -0.1 0.17

***

[8]
20
Properties=species:S:1:pos:R:3:forces:R:3:nbo_charge:R:1 method="wB97M-V/def2-TZVPD" largest_force_ha_per_bohr=0.0789 charge=+1 homo_lumo_gap_ha=0.308
C -2.277952 -0.863551 -0.125431 0.6 1.4 0.5 -0.52
C -1.847410 0.347110 -0.320710 3.1 2.6 -0.4 0.30
C 1.762191 -1.579595 -0.658984 0.0 -2.1 -1.4 -0.22
C 0.932132 -0.748297 0.194209 -0.2 -0.9 0.1 -0.07
C -2.253497 1.832580 -0.447394 1.0 -2.4 -0.7 -0.70
C 0.543043 0.567034 -0.201321 -0.9 1.9 -0.9 -0.50
N 2.489461 -0.996414 0.449483 0.4 2.7 0.5 -0.58
S 0.984698 1.885619 0.939851 -0.1 0.1 0.6 0.00
H -1.589483 -1.597506 0.252710 -0.4 -0.7 -0.4 0.23
H -3.346784 -0.908276 -0.081097 -0.6 -0.7 0.1 0.26
H 1.639712 -2.700418 -0.573682 0.3 1.4 -0.1 0.25
H 2.065782 -1.239766 -1.659937 -0.2 -0.1 0.5 0.25
H 0.251530 -1.217430 0.885249 0.5 -0.4 0.5 0.24
H -1.603267 2.464810 0.144884 0.5 0.0 -0.1 0.26
H -2.281816 2.167762 -1.512819 -0.3 -0.3 1.0 0.26
H -3.149120 1.799935 0.122390 -1.5 0.6 -0.1 0.25
H 1.104914 0.957589 -1.138329 -1.4 -0.9 1.1 0.24
H 2.924551 -1.543179 1.176983 -0.3 -0.3 0.2 0.45
H 2.905259 -0.022458 0.351338 -0.3 -1.7 0.0 0.46
H 0.746065 1.394459 2.202607 -0.1 -0.1 -0.9 0.14